{"formula": "C58H67F7O8", "method": "ωB97M-V/def2-TZVPD", "symbols": ["C", "C", "O", "C", "C", "O", "H", "H", "H", "H", "H", "H", "H", "H", "C", "C", "O", "C", "C", "O", "H", "H", "H", "H", "H", "H", "H", "H", "C", "C", "O", "C", "C", "O", "H", "H", "H", "H", "H", "H", "H", "H", "C", "C", "O", "C", "C", "O", "H", "H", "H", "H", "H", "H", "H", "H", "F", "C", "C", "C", "C", "C", "C", "H", "H", "H", "H", "H", "F", "C", "C", "C", "C", "C", "C", "H", "H", "H", "H", "H", "F", "C", "C", "C", "C", "C", "C", "H", "H", "H", "H", "H", "F", "C", "C", "C", "C", "C", "C", "H", "H", "H", "H", "H", "F", "C", "C", "C", "C", "C", "C", "H", "H", "H", "H", "H", "F", "C", "C", "C", "C", "C", "C", "H", "H", "H", "H", "H", "F", "C", "C", "C", "C", "C", "C", "H", "H", "H", "H", "H"], "coordinates": [[-5.23768, 2.24735, -4.98703], [-5.27738, 2.87105, -3.60974], [-4.30128, 2.24395, -2.73364], [-4.51766, 0.98030, -2.34040], [-3.31395, 0.34066, -1.71837], [-5.53754, 0.37307, -2.53251], [-5.57490, 1.19510, -4.96865], [-4.25022, 2.34533, -5.41696], [-5.95560, 2.75359, -5.65851], [-5.08796, 3.96674, -3.61589], [-6.30857, 2.73096, -3.20714], [-2.92476, 0.87122, -0.85825], [-2.52436, 0.34864, -2.43383], [-3.56844, -0.66837, -1.44139], [-6.09677, -0.14914, 1.25785], [-6.55942, -1.54547, 1.29328], [-5.67057, -2.32262, 2.08675], [-4.58322, -2.74679, 1.50209], [-3.69633, -3.59033, 2.30594], [-4.31683, -2.56705, 0.33413], [-5.10619, -0.18875, 0.82262], [-6.07668, 0.44046, 2.19148], [-6.72251, 0.34703, 0.49694], [-7.50626, -1.73514, 1.79146], [-6.56990, -1.96134, 0.27561], [-3.34038, -4.35054, 1.63722], [-4.21713, -4.12348, 3.12769], [-2.96607, -3.04196, 2.87033], [1.27312, 1.38045, 4.21364], [1.47461, -0.04356, 4.69227], [2.68417, -0.28025, 5.40106], [3.85035, -0.39822, 4.71768], [4.98757, -0.45154, 5.69190], [3.94335, -0.48821, 3.50536], [0.32970, 1.56622, 3.75631], [2.03255, 1.63271, 3.44266], [1.43396, 2.10547, 4.97774], [0.74330, -0.38695, 5.43008], [1.47235, -0.72020, 3.80412], [5.35306, -1.46903, 5.89092], [4.75573, 0.02513, 6.61658], [5.73331, 0.08827, 5.10668], [2.28055, -0.24645, -0.05937], [1.00778, 0.42433, -0.52915], [-0.20357, -0.22660, -0.10366], [-0.84265, 0.30662, 0.94977], [-2.02703, -0.54224, 1.34249], [-0.52453, 1.37222, 1.45835], [2.41206, -1.26070, -0.39047], [2.30440, -0.28838, 1.05421], [3.08854, 0.37678, -0.46449], [1.00710, 1.43883, -0.18412], [1.00872, 0.35888, -1.62524], [-2.28372, -1.22740, 0.54820], [-2.84499, 0.19103, 1.53784], [-1.77848, -1.09899, 2.24390], [-1.95515, -2.40355, -6.23669], [-1.98337, -2.45495, -4.84706], [-2.95294, -3.23469, -4.32723], [-2.99864, -3.35960, -2.92014], [-2.04605, -2.62269, -2.14804], [-1.07254, -1.82503, -2.76428], [-1.05858, -1.77435, -4.13519], [-3.68816, -3.66782, -5.00741], [-3.65965, -3.94588, -2.32168], [-2.08428, -2.61407, -1.06587], [-0.41130, -1.20320, -2.23241], [-0.32858, -1.15125, -4.65123], [-6.24154, 1.87286, 5.36132], [-5.52727, 2.27493, 4.31984], [-6.14136, 2.88991, 3.25235], [-5.34491, 3.21467, 2.14853], [-4.01723, 2.93020, 2.04229], [-3.43127, 2.24037, 3.12308], [-4.18027, 1.91164, 4.24792], [-7.16812, 3.27242, 3.36833], [-5.80586, 3.82349, 1.34267], [-3.41223, 3.21657, 1.21455], [-2.37150, 2.01540, 3.08119], [-3.74842, 1.43580, 5.09869], [3.07465, 5.53207, -2.55658], [3.19833, 4.75263, -1.41738], [2.07078, 4.63256, -0.67422], [2.09386, 3.75939, 0.37890], [3.25489, 3.10722, 0.71588], [4.40293, 3.26171, -0.10320], [4.38563, 4.10786, -1.21156], [1.15099, 5.11110, -0.99160], [1.22069, 3.54601, 1.00685], [3.35489, 2.62942, 1.67603], [5.29064, 2.66906, 0.02301], [5.19721, 4.23966, -1.92898], [2.95680, -3.86342, -0.72044], [4.08253, -3.79363, 0.08913], [5.27109, -4.30754, -0.41486], [6.42127, -4.13345, 0.35457], [6.35515, -3.52338, 1.57325], [5.15478, -3.05058, 2.08757], [3.97450, -3.21494, 1.34249], [5.18693, -4.76949, -1.39050], [7.36843, -4.52477, -0.02200], [7.27901, -3.44559, 2.16744], [5.13945, -2.61402, 3.04927], [3.00432, -2.81250, 1.71570], [0.34667, 1.52521, -3.73613], [0.01837, 2.72820, -4.31191], [0.91842, 3.79317, -4.30500], [0.49903, 4.99560, -4.87165], [-0.66919, 5.15078, -5.57290], [-1.48756, 4.02690, -5.63405], [-1.19912, 2.80359, -4.96776], [1.81839, 3.71374, -3.70518], [1.23080, 5.81240, -4.71718], [-0.97449, 6.01717, -6.15031], [-2.47483, 4.07812, -6.09541], [-1.87909, 2.00568, -4.98923], [0.11438, -2.66468, 3.20028], [-0.02426, -3.79000, 2.44512], [-0.13971, -4.96986, 3.11770], [-0.40622, -6.11445, 2.32929], [-0.56967, -5.95975, 0.92995], [-0.42924, -4.70328, 0.28162], [-0.13986, -3.60377, 1.08074], [-0.10251, -4.96178, 4.19236], [-0.35460, -7.11709, 2.73929], [-0.85090, -6.75530, 0.25405], [-0.62826, -4.66061, -0.76784], [-0.07582, -2.65066, 0.65587], [8.30828, 2.89139, -2.08012], [7.65273, 1.83487, -1.54509], [6.72832, 1.06348, -2.29963], [6.08319, 0.00554, -1.70040], [6.29825, -0.27961, -0.33370], [7.18651, 0.53146, 0.39850], [7.79710, 1.61242, -0.18665], [6.54882, 1.28460, -3.37561], [5.39982, -0.59528, -2.26072], [5.74275, -1.07477, 0.12269], [7.18533, 0.29548, 1.44046], [8.40488, 2.39187, 0.22992]], "forces_ev_per_a": [[-0.8, -0.1, -0.4], [-1.1, -0.1, 0.4], [0.0, 0.7, -0.3], [0.0, -0.4, 0.0], [-0.4, 0.5, 0.4], [-0.5, 0.2, -0.1], [0.5, 0.4, 0.1], [0.2, -0.2, -0.2], [0.3, 0.0, 0.3], [0.3, -0.9, 0.1], [0.8, 0.0, 0.0], [-0.2, 0.3, 0.2], [0.6, -0.1, -0.6], [-0.1, -0.2, 0.1], [-0.2, 1.4, -0.8], [-0.6, -0.9, 0.1], [0.0, -0.3, 1.1], [0.5, -0.4, -1.1], [-0.9, -1.3, 2.0], [-0.2, 0.5, -0.5], [0.4, 0.3, 0.0], [-0.2, -0.6, -0.3], [0.2, 0.3, 0.4], [-0.3, 0.3, -0.2], [-0.1, 0.1, 0.3], [0.9, -0.1, -0.1], [-0.2, 0.3, -0.5], [0.8, 0.4, -0.3], [1.7, 0.0, -0.5], [-0.6, -1.0, -1.1], [1.1, 0.6, -0.2], [-1.1, -0.7, -0.2], [0.7, -0.2, -1.3], [-0.2, 0.3, 1.3], [-0.9, -0.2, -0.3], [-0.4, -0.3, 0.3], [0.0, 0.5, 0.9], [-0.3, 0.2, -0.4], [-0.2, 0.4, 0.7], [-0.3, 0.2, -0.3], [-0.2, 0.4, 0.5], [0.6, 0.0, 0.6], [-0.3, 0.4, 1.2], [0.5, -0.7, -0.9], [0.3, -0.1, 0.4], [0.1, 0.7, 0.0], [-0.1, 1.2, 0.1], [-0.4, -1.1, -0.3], [-0.1, -0.5, -0.5], [0.3, 0.3, -0.6], [0.1, -0.2, 0.4], [-0.2, 0.5, -0.1], [-0.3, 0.4, 0.3], [-0.2, -0.1, 0.0], [0.4, -0.9, 0.0], [-0.1, 0.1, 0.1], [0.2, 0.3, 1.0], [-0.1, -0.2, -2.5], [-1.5, -1.0, 1.7], [2.0, 1.5, 0.3], [-0.2, -0.2, -0.8], [-1.5, -1.1, -0.3], [1.4, 1.2, -0.4], [0.3, -0.1, 0.4], [-0.8, -0.4, -0.3], [-0.2, -0.3, -0.1], [0.7, 0.4, 0.8], [-0.2, -0.2, 0.0], [-0.4, 0.1, 0.8], [0.8, -0.7, -1.4], [-0.1, 0.9, 0.3], [-1.6, 1.4, -1.0], [0.6, -1.2, 1.6], [-0.1, 0.4, -0.1], [-0.3, 0.5, -0.4], [0.5, -0.5, -0.3], [0.2, -0.6, 0.5], [0.2, 0.2, -0.6], [-0.1, -0.1, 0.1], [0.3, -0.4, 0.4], [0.3, -0.2, 0.6], [-0.1, 1.2, -2.0], [-1.2, -0.2, -0.3], [-0.6, -0.4, 1.5], [1.9, 0.5, -0.5], [-0.5, 0.0, -0.1], [-0.1, -0.5, 0.3], [0.2, 0.1, 0.0], [0.1, 0.4, -0.4], [-0.1, -0.7, -0.1], [0.2, -0.1, 0.5], [-0.1, -0.2, 0.4], [0.9, 0.0, 0.8], [-0.6, -0.1, -0.4], [-0.8, 0.6, 0.2], [0.0, -1.0, -1.4], [0.7, 0.4, 1.3], [-0.4, -0.9, -1.2], [-0.3, 0.8, 0.5], [0.5, -0.1, 0.0], [-0.2, 0.2, 0.1], [-0.5, 0.1, -0.3], [-0.2, 0.5, 0.7], [0.9, -0.5, -0.4], [0.0, 0.8, -0.1], [0.0, -0.4, -0.5], [-1.2, -0.6, 0.8], [2.3, 0.9, 0.6], [-0.8, -1.2, -0.5], [-0.9, -1.1, 0.8], [1.1, 2.4, -0.5], [0.0, 0.1, -0.3], [-0.7, -0.3, -0.4], [0.3, 0.2, 0.4], [0.3, 0.1, -0.2], [-0.7, -1.0, 0.0], [0.2, 0.1, 0.0], [-0.3, 1.0, -0.1], [-0.4, -1.3, -0.9], [0.5, 0.7, -1.1], [0.1, 0.9, 0.1], [-0.2, -1.2, 2.1], [-0.2, -1.5, -0.2], [0.2, -0.2, 0.2], [-0.4, 0.2, 0.2], [0.2, -0.5, 0.4], [0.1, 0.3, -0.4], [0.2, 1.4, -0.4], [-0.3, -0.4, -0.1], [-1.7, -1.0, -0.3], [1.2, 1.2, -1.0], [0.3, -0.1, 1.5], [0.6, 1.1, -1.2], [-1.8, -1.1, -0.2], [0.7, 0.7, -1.3], [0.3, -0.1, 1.0], [-0.3, -0.2, -0.3], [0.0, -0.3, 0.3], [0.6, 0.3, 0.6], [0.3, -0.2, 1.0]], "largest_force_ev_per_a": 2.7, "energy_ev": -96634.9695, "orbital_gap_ev": 9.6, "de_lowest_kj_mol": 0.0, "multiplicity": 1, "lumo_energy_ev": 0.5412, "smiles": "CCOC(C)=O.CCOC(C)=O.CCOC(C)=O.CCOC(C)=O.Fc1ccccc1.Fc1ccccc1.Fc1ccccc1.Fc1ccccc1.Fc1ccccc1.Fc1ccccc1.Fc1ccccc1", "homo_ev": -9.09}